The following is a DFT calculation (ωB97M-V/def2-TZVPD) of an isolated molecule of C3H3NOS.

- E_HOMO (spin up / spin down): -8.76 / -8.76 eV
- LUMO energy (spin up / spin down): -1.846 / -1.845 eV
- Relative energy (zero: lowest compared OMol25 entry of this formula, charge and spin): 100.18 kcal/mol

Geometry as ORCA input:
```
! wB97M-V def2-TZVPD RIJCOSX def2/J DEFGRID3
* xyz 0 1
C -0.28614 -1.05473 -0.24675
C -0.57621 -0.90977 1.08294
C 0.41353 1.08946 -0.47186
N 0.13774 -0.17443 -1.04221
O 0.26695 1.35336 0.79341
S -0.92890 -1.11936 2.56298
H -0.22150 -1.99233 -0.68123
H 1.37337 1.04837 -0.81518
H -0.17882 1.75944 -1.18208
*
```

The following is a DFT calculation (ωB97M-V/def2-TZVPD) of a structure of composition C5H10Na.

- E_HOMO: -15.42 eV
- LUMO energy: -4.372 eV

Geometry as ORCA input:
```
! wB97M-V def2-TZVPD RIJCOSX def2/J DEFGRID3
* xyz 1 1
C 0.39820 0.67099 1.10202
C 1.42617 -0.05157 0.23094
C -0.80330 0.81191 0.15880
C 0.58635 -1.14151 -0.44697
C -0.79658 -0.48431 -0.69261
H 0.75394 1.64117 1.49909
H 0.13313 0.03081 1.96536
H 2.28553 -0.45667 0.79914
H 1.82447 0.65040 -0.52671
H -0.64576 1.69145 -0.49469
H -1.75850 0.96022 0.69828
H 0.47807 -1.99598 0.24845
H 1.04676 -1.52228 -1.37889
H -1.61300 -1.16625 -0.38621
H -0.93998 -0.24792 -1.76452
Na -2.37545 0.60953 -1.01141
*
```

The following is a DFT calculation (ωB97M-V/def2-TZVPD) of a structure of composition C2H3NO.

- E_HOMO: -7.85 eV
- LUMO energy: 1.116 eV
- Relative energy (zero: lowest compared OMol25 entry of this formula, charge and spin): 107.84 kcal/mol

Geometry as ORCA input:
```
! wB97M-V def2-TZVPD RIJCOSX def2/J DEFGRID3
* xyz 0 1
C -0.75865 0.21906 0.11814
C 0.61707 0.79280 -0.11266
N -0.19735 -0.97064 -0.11147
O 1.06513 -0.44095 -0.17428
H -1.72537 0.59175 0.03438
H 1.28687 1.70183 -0.24059
H -0.28771 -1.89386 0.48649
*
```

The following is a DFT calculation (ωB97M-V/def2-TZVPD) of a cluster of 2 separate species, C3H10OP2 in total.

- E_HOMO (spin up / spin down): -5.14 / -8.54 eV
- LUMO energy (spin up / spin down): 0.851 / -1.965 eV
- ⟨S²⟩: 2.01
- Relative energy (zero: lowest compared OMol25 entry of this formula, charge and spin): 21.24 kcal/mol

Geometry as ORCA input:
```
! wB97M-V def2-TZVPD RIJCOSX def2/J DEFGRID3
* xyz 0 3
C 3.14337 0.87886 0.16560
C -1.36286 -1.55795 0.29942
C 2.26700 0.45751 -0.72076
O -0.21018 0.78647 0.94436
P -3.03878 0.96429 0.10837
P -1.03560 0.16978 -0.32438
H -0.58600 0.59862 1.80935
H 3.49645 0.24724 0.96498
H 3.54854 1.87700 0.13426
H -2.14136 -2.02415 -0.30332
H -0.45096 -2.14909 0.20960
H -1.67869 -1.54502 1.34405
H 1.86206 -0.54016 -0.70520
H 1.91698 1.09481 -1.51512
H -3.56554 0.46589 -1.07697
H -2.73375 2.19532 -0.46730
*
```

The following is a DFT calculation (ωB97M-V/def2-TZVPD) of a cluster of 2 separate species, C5H8N2O3 in total.

- E_HOMO: -8.17 eV
- LUMO energy: 0.247 eV
- Relative energy (zero: lowest compared OMol25 entry of this formula, charge and spin): 37.19 kcal/mol

Geometry as ORCA input:
```
! wB97M-V def2-TZVPD RIJCOSX def2/J DEFGRID3
* xyz 0 1
C 1.72321 -2.74738 -1.44061
C 0.72916 -1.79474 -0.86478
C -0.61409 -1.70135 -1.11677
N -0.99120 -0.44421 -0.67047
C 0.11317 0.12550 -0.14261
O 0.34831 1.55269 -0.23101
N 1.12202 -0.70351 -0.10289
H 2.12368 -3.41170 -0.66091
H 1.26362 -3.36479 -2.22196
H 2.57235 -2.21090 -1.88982
H -1.29319 -2.34054 -1.66966
H -1.92295 -0.04698 -0.68956
H -0.48393 2.01384 -0.38889
O -1.00173 1.68328 2.47062
C -1.08650 2.85391 2.81601
O -0.52485 3.83368 2.15316
H -1.94703 3.20358 3.41357
H -0.13006 3.49962 1.23659
*
```

Number 1: largest force on an atom 0.079 hartree/bohr, DFT total energy -644.12728 Ha. Number 2: largest force on an atom 0.124 hartree/bohr, DFT total energy -358.54571 Ha. Number 3: largest force on an atom 0.136 hartree/bohr, DFT total energy -207.82582 Ha. Number 4: largest force on an atom 0.205 hartree/bohr, DFT total energy -878.03291 Ha. Number 5: largest force on an atom 0.077 hartree/bohr, DFT total energy -530.51806 Ha.